A:
DFT (ωB97M-V/def2-TZVPD) results for a single C3H7NOS molecule.

```
13
Properties=species:S:1:pos:R:3
H 0.71113 1.33319 1.42784
H -0.01847 0.37419 -1.36820
H 1.27681 -0.26258 0.69500
H 2.14181 2.50205 -0.47865
C 0.76133 0.71656 0.55937
C -0.45420 0.62666 -0.40010
H -1.17431 1.36965 -0.45131
C -1.22460 -0.69113 0.16071
N -0.65135 -1.97279 0.05847
O -2.31428 -0.29219 0.66838
S 2.24725 1.08222 -0.51245
H 0.01897 -2.11888 -0.75450
H -1.32010 -2.66695 0.39544
```

SMILES string: NC(=O)CCS
Net charge: 0
HOMO-LUMO gap (eV): 9.5
Molecular weight (u): 105.16


B:
DFT (ωB97M-V/def2-TZVPD) results for a 3-piece molecular cluster, C3H7NOS overall.

```
13
Properties=species:S:1:pos:R:3
O 1.53642 1.46915 -0.92197
N -0.81101 -0.64077 -1.15862
H 1.62750 1.42687 1.45853
S -1.42836 -3.44450 -0.57077
H 1.99466 -0.28919 0.16393
H -0.42133 2.09260 0.09461
H -0.30083 -0.95847 0.82578
C 1.28777 0.55397 -0.03054
C -0.19258 1.23381 0.77852
H -0.65829 -1.67064 -1.39522
H -1.85481 -0.76373 -1.10652
H -0.65278 1.16734 1.82474
C -0.12636 -0.17645 0.03753
```

Net charge: 0
HOMO-LUMO gap (eV): 5.2
Molecular weight (u): 105.16


C:
DFT (ωB97M-V/def2-TZVPD) results for a 2-piece molecular cluster, C3H7NOS overall.

```
13
Properties=species:S:1:pos:R:3
H -1.07497 1.06971 -1.17051
C -0.34685 -0.00795 0.33735
O 4.00572 -0.07315 0.03628
C -1.22238 -1.20073 -0.04686
H 0.16722 -0.12825 1.31998
H 0.33679 1.74643 -0.21411
N 1.69691 -0.74395 -0.45702
H -1.70161 -0.95039 -0.93781
C -0.58592 1.36902 -0.18691
S 2.61074 0.32347 0.13840
H -1.17748 2.20866 0.30143
H -1.85520 -1.37215 0.84852
H -0.85297 -2.24071 0.03125
```

Net charge: 0
HOMO-LUMO gap (alpha / beta) (eV): 8.7 / 8.7
Molecular weight (u): 105.16


Stability ranking, top entry: A; the second entry is 321.4 kJ/mol less favorable.


A:
DFT (ωB97M-V/def2-TZVPD) results for a single C2H2FNO2 molecule.

```
8
Properties=species:S:1:pos:R:3
C -3.43818 -0.18203 0.00322
O -2.17595 -0.56058 0.05288
O -4.37042 -0.85633 -0.06234
H 0.74920 1.01251 -0.01365
N -1.21115 0.50829 0.08444
H 0.50404 -0.91339 0.06030
F -3.64610 1.15710 0.03717
C -0.02667 0.13178 0.04724
```

SMILES string: C=NOC(=O)F
Net charge: 0
HOMO-LUMO gap (eV): 12.3
Molecular weight (u): 91.04


B:
DFT (ωB97M-V/def2-TZVPD) results for a single C2H2FNO2 molecule.

```
8
Properties=species:S:1:pos:R:3
C -0.59400 0.78975 -0.92091
C -0.38105 -1.10824 0.72772
H -0.07566 1.62081 -1.38410
O 1.37943 0.08277 -0.11841
H 0.46915 -1.71199 1.05266
N 0.11997 -0.00820 -0.14738
F -1.91046 0.81123 -0.91434
O -1.53137 -1.30174 0.91506
```

SMILES string: O=C/[N+]([O-])=C\F
Net charge: 0
HOMO-LUMO gap (alpha / beta) (eV): 8.6 / 8.6
Molecular weight (u): 91.04


C:
DFT (ωB97M-V/def2-TZVPD) results for a 2-piece molecular cluster, C2H2FNO2 overall.

```
8
Properties=species:S:1:pos:R:3
O -1.50715 -0.55381 -0.49601
N 1.69511 0.56000 -0.83837
C -1.47738 -0.07241 0.56165
H -0.86305 -0.54624 1.28388
C 1.44402 -0.49723 -0.33072
O 1.39383 -1.63707 -0.18758
F 1.07501 1.77172 -0.77559
H -1.76039 0.97505 0.78274
```

SMILES string: O=C=NF.C=O
Net charge: 0
HOMO-LUMO gap (eV): 10.3
Molecular weight (u): 91.04


Stability ranking, top entry: A; the second entry is 114.5 kJ/mol less favorable.